# 1
Below is 2 unconnected molecules or ions with the total composition C5H11N2, with properties calculated with ωB97M-V/def2-TZVPD.

ΔE to the lowest compared entry with this formula, charge and spin: 84.9 kcal per mole
Total charge: +1
Total energy: -8333.4384 eV
E_HOMO: -14.366 eV
Kohn-Sham gap: 10.15 eV

Each line ends with the natural charge from an NBO analysis.
Element x y z (Å)
C: -1.42 0.19 0.09  0.461
C: 1.35 1.04 0.62  -0.489
C: 1.26 0.90 -0.88  -0.480
C: 0.84 -0.18 0.12  0.314
C: 1.10 -1.64 0.08  -0.679
N: -2.14 1.31 0.11  -0.772
N: -2.09 -0.91 -0.13  -0.769
H: 2.31 1.13 0.93  0.260
H: 0.81 1.81 1.13  0.263
H: 0.57 1.45 -1.53  0.241
H: 2.08 0.71 -1.54  0.249
H: 0.60 -2.00 1.07  0.242
H: 2.11 -1.68 0.21  0.271
H: 0.62 -2.25 -0.67  0.248
H: -1.57 2.13 -0.03  0.416
H: -3.11 1.38 -0.08  0.412
H: -1.64 -1.79 -0.33  0.410
H: -3.06 -1.02 -0.42  0.405

# 2
Below is a molecular structure, C6H8LiO6Yb, with properties calculated with ωB97M-V/def2-TZVPD.

ΔE to the lowest compared entry with this formula, charge and spin: 126.9 kcal per mole
<S²>: 0.752
Total charge: 0
Spin multiplicity: 2
Total energy: -50363.7549 eV
E_HOMO (alpha / beta): -5.817 / -6.884 eV
Kohn-Sham gap (alpha / beta): 5.22 / 5.86 eV

Each line ends with the Mulliken spin population.
Element x y z (Å)
Li: -1.17 -0.01 2.34  0.409
O: 0.22 -0.40 1.01  -0.250
O: -1.96 -0.49 0.48  -0.030
C: -2.85 0.33 -0.26  0.004
C: -1.95 1.39 -0.92  -0.001
O: -0.63 1.02 -0.57  -0.002
C: -0.63 -0.35 -0.10  0.058
H: -3.37 -0.28 -1.01  0.001
H: -3.55 0.80 0.44  0.022
H: -2.16 2.39 -0.51  0.022
H: -2.06 1.40 -2.01  -0.003
Yb: 0.68 2.08 1.37  0.779
O: 2.20 1.73 -0.02  -0.015
O: -0.22 -1.21 -0.98  -0.013
C: 1.26 -1.69 0.33  0.001
C: 2.55 -0.90 0.13  -0.005
O: 2.70 -0.16 -1.07  -0.001
C: 2.60 1.22 -1.09  0.013
H: 1.73 -2.48 0.96  -0.002
H: 0.50 -2.50 0.33  -0.001
H: 3.39 -1.62 0.15  0.001
H: 2.71 -0.26 1.01  0.014

# 3
Below is a molecular structure, C52H38BaBrN7O2PS, with properties calculated with ωB97M-V/def2-TZVPD.

ΔE to the lowest compared entry with this formula, charge and spin: 0.0 kcal per mole
Total charge: +1
Total energy: -159924.0320 eV
E_HOMO: -9.463 eV
Kohn-Sham gap: 6.42 eV

Each line ends with the Mulliken charge.
Element x y z (Å)
Ba: -0.03 -0.28 -0.59  2.146
N: -0.29 2.80 -1.60  0.145
C: 0.40 3.99 -1.21  0.652
C: -0.13 5.23 -1.55  -0.706
C: 0.52 6.39 -1.17  -0.634
C: 1.72 6.33 -0.47  -0.914
C: 2.24 5.09 -0.13  -0.361
C: 1.58 3.91 -0.48  -0.303
P: 2.15 2.27 0.03  1.156
C: 3.90 2.37 0.45  0.160
C: 4.77 1.82 -0.50  -0.605
C: 6.14 1.85 -0.28  -0.587
C: 6.64 2.41 0.88  -0.497
C: 5.78 2.94 1.83  -0.729
C: 4.41 2.92 1.62  -0.342
C: 1.38 2.08 1.67  0.381
C: 0.54 3.02 2.27  -0.643
C: 0.03 2.79 3.54  -0.778
C: 0.34 1.62 4.22  -0.565
C: 1.16 0.67 3.63  -0.726
C: 1.66 0.89 2.36  -0.319
H: -1.06 2.99 -2.23  0.143
H: 0.36 2.19 -2.10  -0.029
H: -1.05 5.28 -2.13  0.445
H: 0.10 7.35 -1.44  0.401
H: 2.24 7.23 -0.19  0.450
H: 3.17 5.03 0.41  0.412
H: 4.37 1.35 -1.39  0.280
H: 6.81 1.42 -1.02  0.462
H: 7.71 2.43 1.05  0.409
H: 6.17 3.37 2.74  0.424
H: 3.74 3.32 2.37  0.450
H: 0.32 3.94 1.76  0.424
H: -0.61 3.53 4.00  0.455
H: -0.04 1.46 5.22  0.444
H: 1.42 -0.24 4.16  0.566
H: 2.32 0.15 1.91  0.500
S: -2.49 -2.00 6.87  0.131
N: -2.93 -0.82 5.85  -0.650
C: -2.32 -1.06 4.69  0.312
C: -2.43 -0.24 3.49  1.155
C: -3.22 0.90 3.42  -0.787
C: -3.23 1.64 2.26  -1.187
C: -2.46 1.20 1.18  -0.568
N: -1.72 0.10 1.24  0.531
C: -1.71 -0.62 2.37  -0.656
C: -0.85 -1.86 2.39  -0.429
N: -0.16 -2.16 1.26  0.011
C: 0.59 -3.25 1.24  -0.690
C: 0.68 -4.11 2.34  -0.898
C: 0.00 -3.80 3.49  -0.792
C: -0.78 -2.64 3.53  0.866
C: -1.52 -2.22 4.71  1.024
N: -1.53 -2.84 5.88  -0.699
H: -3.81 1.21 4.27  0.573
H: -3.83 2.53 2.17  0.521
H: -2.42 1.77 0.26  0.414
H: 1.14 -3.45 0.33  0.618
H: 1.29 -5.00 2.28  0.454
H: 0.06 -4.43 4.36  0.577
C: 0.50 0.04 -4.56  -0.740
O: -0.71 0.12 -3.78  -0.142
C: -1.81 -0.59 -4.16  1.195
C: -2.14 -0.97 -5.45  -0.983
C: -3.33 -1.67 -5.68  -0.741
Br: -3.77 -2.18 -7.43  -0.196
C: -4.20 -1.98 -4.65  -0.582
C: -3.87 -1.58 -3.35  0.995
C: -2.69 -0.90 -3.12  -0.455
O: -2.36 -0.52 -1.87  -0.324
C: -4.67 -1.84 -2.17  -0.418
N: -4.24 -1.44 -0.99  -0.161
C: -5.23 -1.83 -0.10  -0.104
C: -5.29 -1.66 1.28  0.130
C: -6.40 -2.16 1.93  -0.702
C: -7.42 -2.82 1.23  -0.418
C: -7.37 -2.99 -0.14  -1.282
C: -6.25 -2.49 -0.79  0.169
N: -5.86 -2.47 -2.12  -0.043
H: 0.29 -0.23 -5.59  0.424
H: 1.16 -0.68 -4.08  0.129
H: 0.94 1.03 -4.54  0.231
H: -1.51 -0.73 -6.29  0.419
H: -5.11 -2.52 -4.86  0.527
H: -3.10 -0.81 -1.26  0.906
H: -4.50 -1.16 1.82  0.604
H: -6.49 -2.05 3.00  0.472
H: -8.28 -3.20 1.77  0.396
H: -8.17 -3.50 -0.66  0.421
H: -6.37 -2.85 -2.90  0.237
C: 1.96 -1.40 -1.83  -0.555
C: 3.11 -1.82 -1.91  -0.875
C: 4.46 -2.29 -2.05  0.688
C: 4.95 -2.69 -3.29  -0.404
C: 6.26 -3.13 -3.43  -0.516
C: 7.10 -3.18 -2.32  -0.437
C: 6.62 -2.79 -1.08  -0.601
C: 5.31 -2.35 -0.95  -0.338
H: 4.30 -2.65 -4.15  0.450
H: 6.62 -3.43 -4.40  0.389
H: 8.12 -3.52 -2.43  0.405
H: 7.26 -2.82 -0.21  0.400
H: 4.94 -2.03 0.02  0.434

- Which of these has the lowest ΔE to the lowest compared entry with this formula, charge and spin?
  C52H38BaBrN7O2PS

- The lowest ΔE to the lowest compared entry with this formula, charge and spin belongs to which entry?
  C52H38BaBrN7O2PS

- total charge of number 3 (C52H38BaBrN7O2PS)?
  +1